[1]
The following is a quantum chemistry calculation of the molecule C7H10, from the Open Molecules 2025 dataset.

Geometry as ORCA input:
```
! wB97M-V def2-TZVPD RIJCOSX def2/J DEFGRID3
* xyz 0 1
C 0.56487 -0.94018 2.24774
C 0.90303 0.07769 1.43744
C -0.04867 0.71598 0.64355
C 0.10656 1.65233 -0.47103
C -0.42521 0.36400 -0.90298
C 0.00233 -0.65754 -1.89739
C -1.45403 0.32304 0.17480
H 1.14326 -1.33977 3.03600
H -0.34092 -1.45070 2.15755
H 1.86187 0.52132 1.61284
H -0.60781 2.43560 -0.32409
H 1.18497 1.95948 -0.55088
H 1.11457 -0.79044 -1.87320
H -0.37450 -0.29358 -2.86133
H -0.55361 -1.54695 -1.44375
H -1.81592 -0.67400 0.63662
H -2.28023 1.09370 0.05529
*
```

Computed properties:
HOMO energy = -7.579 eV
LUMO level = 1.029 eV
SMILES = C=C[C@]12C[C@]1(C)C2
Kohn-Sham gap = 8.6082 eV

=====

[2]
The following is a quantum chemistry calculation of a structure of composition C19H42NOP3PtS, from the Open Molecules 2025 dataset.

Geometry as ORCA input:
```
! wB97M-V def2-TZVPD RIJCOSX def2/J DEFGRID3
* xyz 4 5
Pt -0.32975 -0.48601 0.03169
P -1.62296 0.53016 -1.51206
P -0.53830 0.95278 1.84356
P -1.41626 -2.31630 0.80204
H 4.76179 -5.39121 -1.94736
C 3.66781 -5.58080 -2.03544
C 2.85831 -4.98024 -2.91217
H 3.20972 -4.23460 -3.67200
C -0.73218 1.72138 -2.55024
C -3.00963 1.45802 -0.77152
C -2.29104 -0.63432 -2.73614
C 0.80275 0.62051 3.02788
C -0.22528 2.65127 1.30186
C -2.19788 0.85839 2.56022
C -1.02179 -3.77779 -0.22134
C -3.20955 -2.00309 0.71379
C -0.91660 -2.72100 2.50672
H 3.33832 -6.50678 -1.48503
H 1.85859 -5.39141 -3.11238
H 0.11719 1.19457 -2.99844
H -0.34595 2.54347 -1.93923
H -1.37341 2.11902 -3.35202
H -2.65294 2.31570 -0.19790
H -3.63936 0.83443 -0.12611
H -3.61505 1.82961 -1.61287
H -1.48009 -0.96564 -3.38869
H -3.02489 -0.06427 -3.33150
H -2.77734 -1.51592 -2.29357
H 0.68828 1.29116 3.88713
H 1.75581 0.83211 2.52979
H 0.80249 -0.42730 3.35518
H -0.38754 3.30998 2.16437
H -0.83896 2.98578 0.45657
H 0.82490 2.67955 1.00982
H -2.20749 1.61492 3.35261
H -2.40413 -0.12996 2.97570
H -2.96931 1.10834 1.82341
H -1.55919 -4.65566 0.16516
H 0.05965 -3.97467 -0.18851
H -1.31392 -3.60871 -1.26757
H -3.64255 -2.94111 1.09530
H -3.54902 -1.82834 -0.31246
H -3.53958 -1.17097 1.35254
H -1.44697 -3.65006 2.73749
H -1.14241 -1.95740 3.26037
H 0.16273 -2.92076 2.51635
C 2.76113 -1.93282 -1.89634
C 2.65119 -2.11632 -0.49825
C 3.71849 -2.62676 0.24228
C 4.92746 -2.92216 -0.38631
C 5.11497 -2.51202 -1.71442
C 4.06427 -2.01814 -2.45447
S 1.41204 -1.70698 -3.00588
H 1.89135 -1.83935 -4.24427
H 1.66296 -1.98675 -0.01424
H 3.54178 -2.77098 1.32363
H 5.71594 -3.45405 0.14553
H 6.11503 -2.57794 -2.17681
H 4.16984 -1.88121 -3.52872
C 4.05635 1.67189 -1.41780
C 2.69158 2.13244 -0.98536
N 2.56978 3.49459 -0.96129
O 1.77195 1.36252 -0.61685
H 4.84112 2.04791 -0.74036
H 4.25525 2.05362 -2.42833
H 4.08871 0.58047 -1.43690
H 1.65192 3.90082 -0.79908
H 3.35185 4.10726 -1.22286
*
```

Computed properties:
HOMO energy (alpha / beta) = -18.235 / -20.379 eV
LUMO level (alpha / beta) = -12.652 / -16.982 eV
⟨S²⟩ = 6.0303
Kohn-Sham gap (alpha / beta) = 5.5832 / 3.3973 eV

=====

[3]
The following is a quantum chemistry calculation of the molecule C7H9NS, from the Open Molecules 2025 dataset.

Geometry as ORCA input:
```
! wB97M-V def2-TZVPD RIJCOSX def2/J DEFGRID3
* xyz 0 1
C 1.99512 0.64633 -1.65114
C 1.32811 0.43331 -0.44430
N 1.17529 -0.76681 0.17446
C 0.61248 1.54092 0.30890
C -0.61519 1.48132 0.92640
C -1.70356 0.43915 0.83738
S -2.33289 0.30249 -0.86976
C -1.56445 -0.83441 0.20181
C -1.30991 -2.14609 0.20620
H 1.90917 1.63333 -2.13885
H 2.31790 -0.19805 -2.18097
H 1.01589 -0.81694 1.18254
H 1.50513 -1.66595 -0.19620
H 1.13180 2.45645 0.10267
H -0.92564 2.34174 1.59077
H -2.51826 0.58607 1.53538
H -1.20340 -2.80221 -0.68265
H -0.81759 -2.63063 1.09736
*
```

Computed properties:
HOMO energy = -7.626 eV
LUMO level = 0.361 eV
SMILES = C=C(N)/C=C\[C@H]1SC1=C
Kohn-Sham gap = 7.9866 eV

=====

Largest force on an atom readings, ordered: 0.0862 0.1077 0.0714 hartree/bohr